1.
DFT (ωB97M-V/def2-TZVPD) results for a 9-piece molecular cluster, C49H49N5O8 overall.

SMILES string ... Oc1ccc(O)cc1.Oc1ccc(O)cc1.Oc1ccc(O)cc1.Oc1ccc(O)cc1.c1ccncc1.c1ccncc1.c1ccncc1.c1ccncc1.c1ccncc1
Net charge ... 0

The geometry in XYZ format:
```
111
Properties=species:S:1:pos:R:3:forces:R:3:mulliken_charge:R:1
N -5.8032 -2.7676 3.6211 -0.74 -0.86 0.56 -0.527
C -4.9546 -2.3363 2.7136 1.19 0.66 -1.01 -0.334
C -5.2803 -2.0823 1.3440 -4.54 -3.09 4.55 -0.270
C -6.5870 -2.5082 0.9832 0.86 0.83 -0.38 -0.156
C -7.5185 -3.0216 1.9544 5.41 1.89 -0.59 -0.520
C -7.0485 -3.1235 3.2661 -1.48 -0.45 -0.78 -0.238
H -3.8819 -2.2173 3.0691 -1.44 0.15 -0.42 0.318
H -4.6011 -1.7152 0.7318 2.92 1.60 -2.98 0.731
H -6.8311 -2.4006 -0.1191 -0.13 -0.25 1.53 0.264
H -8.3637 -3.3011 1.4900 -3.39 -1.25 -0.43 0.468
H -7.7946 -3.6016 3.9655 1.40 0.82 -0.10 0.268
N -4.4565 -0.4197 -2.3407 1.14 1.61 0.44 -0.460
C -4.1767 -1.7136 -2.4407 -0.36 -2.14 -0.79 0.279
C -3.9977 -2.3568 -3.6496 0.95 15.06 -0.52 -1.402
C -3.9319 -1.4884 -4.8043 -0.78 -5.20 -1.15 -0.201
C -4.1366 -0.1727 -4.7230 0.68 2.60 -0.32 -0.628
C -4.3236 0.3615 -3.4193 -1.75 1.34 -1.32 0.225
H -4.1772 -2.4724 -1.6326 -0.41 1.51 0.40 0.303
H -4.0813 -3.2316 -3.7212 -0.51 -12.89 -1.10 1.106
H -3.9532 -2.0628 -5.8150 0.39 1.37 1.63 0.257
H -4.1046 0.4569 -5.6767 -0.16 -0.72 1.75 0.316
H -4.6297 1.5091 -3.4373 0.83 -2.53 0.90 0.209
N 1.4553 5.4522 -2.4997 1.64 -2.24 -2.42 -0.606
C 1.2543 5.5906 -1.2033 -1.04 2.04 1.20 -0.177
C 0.4899 4.7345 -0.4019 0.44 1.39 0.31 -0.096
C 0.1697 3.4979 -0.9263 0.75 -0.39 -0.66 0.541
C 0.5243 3.2090 -2.2552 2.16 3.36 -0.44 -0.783
C 1.2549 4.2128 -3.1102 -3.73 -0.37 6.06 -0.751
H 1.5591 6.6061 -0.6808 -0.48 -1.95 -1.50 0.254
H 0.1788 5.2061 0.5681 0.39 -1.34 -0.73 0.234
H -0.1718 2.6890 -0.2905 -0.58 0.20 -0.20 0.274
H 0.3090 2.2556 -2.6125 -0.21 -1.52 -0.79 0.607
H 1.3128 3.9014 -4.1210 0.72 0.83 -1.05 0.443
N 3.7373 0.7069 -3.2172 -3.29 2.98 -2.32 -0.620
C 4.2358 -0.4053 -2.9743 6.75 -0.68 4.09 -0.374
C 5.4185 -0.5978 -2.0618 -3.57 0.53 -2.06 -0.307
C 5.6792 0.4865 -1.3281 0.66 1.36 -0.68 -0.501
C 5.1704 1.7483 -1.7201 -0.88 -0.44 0.96 -0.421
C 4.1738 1.8305 -2.6697 0.08 2.41 1.74 0.181
H 4.1321 -1.2395 -3.4812 -2.08 -3.84 -2.90 0.666
H 5.9208 -1.5292 -1.9304 -0.07 -0.59 0.11 0.444
H 6.3580 0.3413 -0.5508 1.09 0.50 1.40 0.400
H 5.3354 2.5920 -1.0825 0.51 0.51 0.01 0.419
H 3.6408 2.8935 -2.7629 1.00 -2.70 -0.48 0.187
N 2.5531 4.0722 4.0705 0.14 0.46 -0.83 -0.522
C 3.5102 4.4377 3.2026 0.31 0.05 -1.84 -0.534
C 3.6089 4.1691 1.7934 -2.23 -2.57 2.07 -0.919
C 2.6623 3.1508 1.3305 -0.08 2.07 -0.13 0.783
C 1.5699 2.8530 2.2037 -1.22 0.36 -0.53 1.433
C 1.5158 3.4412 3.5672 0.56 -2.23 -2.78 -0.805
H 4.2554 5.0331 3.6632 0.82 0.59 0.21 0.400
H 4.3826 4.5845 1.1656 0.08 -0.03 0.12 0.442
H 2.6940 2.8354 0.2124 -0.21 0.29 2.34 0.014
H 0.6347 2.2910 1.7026 2.30 1.11 1.70 -0.959
H 0.7242 3.2290 4.2677 -0.45 -0.08 -0.24 0.530
C 0.9438 -0.7362 0.9266 -3.05 -0.50 -0.68 -0.186
C -0.3967 -1.4744 0.8981 3.02 0.97 -1.48 -1.160
C -0.9553 -1.7552 -0.3783 3.82 3.36 1.79 0.252
C -0.3408 -1.2490 -1.5378 3.70 1.74 4.79 -0.798
C 0.9172 -0.6011 -1.5270 -0.46 -0.40 1.40 -1.230
C 1.5323 -0.2831 -0.2804 -1.05 -1.29 0.18 0.244
O 2.7552 0.3318 -0.2173 -3.63 0.11 6.23 0.215
O -2.0191 -2.4887 -0.5156 -6.47 10.10 9.89 -0.400
H 1.3784 -0.4274 1.8874 -0.08 -0.45 -0.43 0.551
H -0.8145 -1.9713 1.7875 0.25 0.62 -0.36 0.472
H -0.6384 -1.6114 -2.3849 -2.11 -1.72 -5.11 1.567
H 1.5111 -0.4650 -2.4319 -0.51 0.25 0.03 0.574
H 3.1907 0.3282 -0.9707 2.97 -0.11 -5.83 0.055
H -1.8144 -3.0839 -0.9948 3.45 -12.76 -10.13 0.022
C 3.8840 0.6807 3.8786 -2.99 4.91 1.63 0.119
C 3.3741 0.4239 5.2005 1.28 -2.18 -2.60 -1.121
C 3.3559 -0.8829 5.6524 -0.92 0.80 1.90 0.744
C 3.8936 -1.8605 4.8759 1.24 0.43 -2.14 -0.702
C 4.4234 -1.5800 3.6241 -2.97 4.55 3.96 -0.785
C 4.3383 -0.3039 3.1191 1.38 -1.45 -2.15 0.308
O 4.7781 -0.0871 1.8198 4.87 -4.64 3.70 -0.489
O 2.8565 -1.2969 6.8965 0.12 -0.09 -0.06 -0.563
H 3.6505 1.7686 3.3665 1.09 -2.85 1.60 0.240
H 3.0578 1.1217 5.8693 -0.98 2.40 1.28 0.514
H 4.0964 -2.8508 5.0875 -0.39 -1.87 1.48 0.445
H 4.7931 -2.3298 3.1689 2.72 -4.92 -3.71 0.745
H 4.2095 0.4354 1.4412 -5.01 4.69 -3.66 0.113
H 2.3654 -0.6909 7.4889 0.65 0.10 -1.26 0.309
C 0.8115 -4.6011 -2.1481 -3.94 -1.05 -7.82 -0.511
C 1.3041 -4.4867 -3.5441 -7.20 -1.68 1.50 -1.049
C 0.3502 -4.7994 -4.5901 0.47 -0.86 2.23 0.764
C -0.9151 -5.4938 -4.3001 0.82 2.34 -0.84 -0.552
C -1.1242 -5.7099 -2.9483 -2.75 0.08 -0.43 -0.323
C -0.4331 -5.1393 -1.8513 1.43 -2.01 0.19 0.040
O -0.7392 -5.6045 -0.5412 -5.06 -2.32 -7.10 -0.530
O 0.6285 -4.6317 -5.8693 0.68 0.41 -2.81 -0.541
H 1.5299 -4.4988 -1.5515 5.27 1.19 5.69 0.910
H 2.2596 -4.2625 -3.7678 3.03 1.03 -0.59 0.604
H -1.8522 -5.6091 -5.0929 3.16 -0.08 2.03 0.240
H -2.0701 -6.2766 -2.9162 0.46 0.27 1.40 0.304
H -0.2467 -5.2918 0.0888 4.69 3.13 5.23 0.304
H 1.5174 -4.3467 -6.2019 -1.08 -0.29 1.37 0.330
C -2.4229 4.2406 1.9993 -2.39 1.67 -3.65 -0.478
C -2.7396 3.8457 0.5574 0.88 -0.84 5.00 -0.745
C -2.7856 2.4846 0.2085 0.13 1.84 -0.46 0.292
C -2.2668 1.6010 1.0859 0.19 -2.96 3.39 0.827
C -2.0081 1.9852 2.4459 1.41 -3.06 1.42 -0.409
C -2.1229 3.2897 2.9089 0.40 -0.18 1.20 0.258
O -1.8845 3.6670 4.2738 1.20 -1.75 -2.04 -0.527
O -3.2845 2.0938 -0.9709 -0.42 2.07 -1.04 -0.421
H -2.7212 5.3023 2.3911 1.07 -1.88 -1.17 0.207
H -2.9163 4.6352 -0.0726 -0.77 1.47 -1.66 0.620
H -2.2885 0.4825 0.7974 0.33 1.94 0.65 -0.076
H -1.6277 1.1744 3.2975 -1.14 2.01 -2.60 0.081
H -2.6558 4.0827 4.5955 -1.36 0.75 0.52 0.301
H -3.2382 1.1925 -1.2607 0.22 -1.15 0.54 0.141
```
Forces are in eV/Å.



2.
DFT (ωB97M-V/def2-TZVPD) results for a 10-piece molecular cluster, C49H50N10 overall.

SMILES string ... c1cc[nH]c1.c1ccncc1.c1ccncc1.c1ccncc1.c1ccncc1.c1ccncc1.c1ccncc1.c1ccncc1.c1ccncc1.c1ccncc1
Net charge ... 0

The geometry in XYZ format:
```
109
Properties=species:S:1:pos:R:3:forces:R:3:mulliken_charge:R:1
N 5.1181 2.3334 2.0043 -2.64 -0.54 0.02 -0.038
C 4.0894 1.3732 1.8172 1.90 0.23 0.48 -0.960
C 4.7208 0.2637 1.2709 -2.59 -0.43 0.22 0.080
C 6.0289 0.5631 1.0089 2.77 2.21 0.32 -1.019
C 6.2535 1.8669 1.4721 0.70 -0.97 0.31 -0.512
H 5.0169 3.0581 2.7004 0.20 0.17 -0.53 0.258
H 3.0792 1.5426 2.1593 0.19 -0.04 0.03 0.630
H 4.2263 -0.6893 1.1540 -0.05 0.04 -0.31 0.645
H 6.9093 0.0403 0.6655 -0.55 -0.63 -0.27 0.439
H 7.1752 2.4072 1.6304 0.00 -0.07 -0.29 0.452
N 1.3958 1.4705 -2.6088 0.18 -0.32 -0.55 0.149
C 2.4505 1.9761 -1.9337 -0.73 -0.11 -2.82 -0.374
C 3.0374 3.1307 -2.4248 0.62 1.79 0.87 -0.757
C 2.5424 3.8992 -3.4794 -1.53 -1.70 0.67 -0.471
C 1.4144 3.3428 -4.1188 1.44 0.40 -0.75 -0.634
C 0.9570 2.0922 -3.7433 0.16 0.22 2.34 -0.019
H 2.9768 1.3531 -1.2257 -0.45 0.05 0.59 0.653
H 3.8173 3.5952 -1.8396 0.50 -0.25 0.03 0.407
H 2.9389 4.8788 -3.7018 0.08 -0.10 -0.19 0.434
H 1.0354 3.8183 -5.0114 -0.33 0.05 0.01 0.385
H 0.1080 1.6382 -4.2327 0.02 -0.14 -0.18 0.221
N -0.6751 -0.6780 6.1905 1.22 -0.15 0.78 -0.611
C -1.1134 -1.1804 5.0129 0.59 1.17 2.80 -0.515
C -0.5132 -0.8283 3.8532 -0.31 0.52 -1.76 0.006
C 0.4158 0.1825 3.8781 0.03 -0.27 0.00 0.921
C 0.9170 0.6234 5.0926 1.44 0.79 -0.70 -0.378
C 0.4720 0.1262 6.2820 -3.72 -2.01 -1.23 -0.686
H -2.0276 -1.7549 5.0355 0.05 -0.28 0.15 0.437
H -0.9237 -1.2085 2.9294 0.18 -0.02 -0.25 0.248
H 0.7280 0.6446 2.9533 0.30 -0.13 0.08 -0.315
H 1.7093 1.3518 5.0030 0.13 0.22 0.45 0.424
H 0.7837 0.3687 7.2872 0.16 0.13 -0.13 0.447
N -1.9152 0.1481 -5.2522 -0.93 -0.13 1.55 -0.480
C -2.9953 -0.0261 -6.0347 0.90 -0.95 1.03 -0.464
C -4.1646 -0.5884 -5.5336 -1.76 0.56 0.17 -0.425
C -4.3528 -0.9208 -4.2069 2.16 -0.10 0.52 -0.551
C -3.2083 -0.8272 -3.3906 -0.07 0.88 -0.62 -0.306
C -2.0708 -0.1962 -3.9230 -0.45 -0.92 -1.51 -0.179
H -2.8380 0.1393 -7.0903 -0.21 0.30 -0.09 0.387
H -5.1067 -0.6642 -6.0562 0.32 0.07 -1.03 0.337
H -5.3015 -1.2802 -3.8367 0.01 -0.14 -0.05 0.419
H -3.1837 -1.1448 -2.3587 -0.17 0.09 0.04 0.528
H -1.2033 -0.1101 -3.2854 0.26 0.29 -0.02 0.683
N -2.6223 -0.3458 -0.0565 1.61 -1.19 0.42 -0.381
C -1.7141 -1.3928 -0.1415 -0.80 2.14 -0.66 -1.273
C -0.3275 -1.2206 0.0030 -1.54 -0.22 0.45 0.025
C 0.1400 -0.0387 0.5837 -0.61 -0.50 -2.09 -0.001
C -0.7973 0.9702 0.7793 0.38 0.42 -0.42 -0.143
C -2.1217 0.8190 0.3645 0.24 -1.08 0.94 -0.959
H -2.1803 -2.2891 -0.5229 0.29 -0.36 0.03 0.663
H 0.3063 -2.0030 -0.3876 0.29 -0.05 0.32 0.298
H 1.2087 0.0807 0.4831 0.20 0.48 0.85 0.489
H -0.4804 1.9572 1.0825 0.09 0.08 0.22 0.590
H -2.8303 1.6214 0.5072 -0.01 0.24 -0.25 0.673
N 2.3998 -2.4886 3.1068 0.40 -0.47 2.20 -0.034
C 2.8413 -2.7888 4.3802 -0.98 -2.08 -2.05 -0.286
C 2.5851 -4.0911 4.9083 1.65 3.39 0.90 -0.563
C 1.9984 -5.0174 4.1577 -1.44 -2.01 -2.04 -0.316
C 1.5626 -4.7931 2.8313 0.39 2.36 1.55 -0.508
C 1.7154 -3.4200 2.4178 0.77 -1.45 0.35 -0.015
H 3.5055 -2.1125 4.8977 -0.31 0.42 -0.08 0.399
H 2.9234 -4.3749 5.8939 0.06 0.27 0.17 0.417
H 1.8757 -5.9782 4.6355 -0.16 -0.35 -0.31 0.349
H 1.0694 -5.6140 2.3321 -0.01 0.37 -0.53 0.392
H 1.4325 -3.0347 1.4493 -0.38 -0.40 -0.22 0.241
N -2.5203 -4.6829 -2.1286 0.27 0.38 -1.00 -0.560
C -1.3934 -4.2429 -2.7385 0.56 -1.10 1.47 -0.216
C -0.1160 -4.6271 -2.2869 -1.32 -0.04 0.39 -0.391
C -0.0802 -5.4025 -1.1210 0.72 0.90 -0.52 -0.219
C -1.2346 -5.8280 -0.5202 -1.24 -0.89 0.48 -0.376
C -2.4779 -5.5266 -1.0818 1.05 1.51 -1.68 -0.480
H -1.4376 -3.5710 -3.5829 -0.58 0.07 -0.10 0.394
H 0.7693 -4.2892 -2.8050 0.09 -0.08 0.09 0.618
H 0.8645 -5.5920 -0.6330 0.16 -0.26 -0.10 0.456
H -1.1809 -6.4540 0.3583 0.01 -0.01 0.15 0.398
H -3.4821 -5.8481 -0.8479 0.27 -0.40 0.86 0.422
N -1.1344 4.7276 5.7900 -0.42 0.18 -0.18 -0.565
C -1.2449 3.5127 5.2328 -0.52 1.31 -2.80 -0.508
C -1.3861 3.3892 3.8011 0.38 0.70 1.83 0.160
C -1.5322 4.5282 2.9546 0.57 -2.66 1.85 -0.312
C -1.5374 5.7550 3.5876 -0.28 -0.17 1.06 -0.552
C -1.3010 5.7985 4.9989 -0.18 -0.66 -1.57 -0.112
H -1.3354 2.6351 5.8558 0.44 0.00 0.21 0.427
H -1.3388 2.3747 3.4339 -0.24 0.00 -0.40 0.331
H -1.6017 4.2048 1.9265 -0.28 1.08 -0.42 0.449
H -1.8500 6.6483 3.0673 0.40 0.22 -0.03 0.362
H -1.2818 6.7857 5.4364 0.11 -0.04 0.41 0.344
N -4.4891 3.5445 -1.4521 -1.67 -1.62 1.24 -0.549
C -5.6767 4.1614 -1.1587 0.71 -1.88 -1.15 -0.244
C -6.9248 3.5137 -1.3096 2.32 -0.50 -0.27 -0.342
C -6.9046 2.1542 -1.7691 -1.51 3.08 1.07 -0.519
C -5.7171 1.4704 -1.8127 0.22 -0.74 -0.53 -0.410
C -4.5465 2.1525 -1.6177 0.80 4.06 -0.04 -0.386
H -5.6159 5.2090 -0.9029 0.01 0.12 0.01 0.392
H -7.7675 4.1584 -1.1080 -0.53 -0.57 -0.25 0.380
H -7.9039 1.8552 -2.0489 0.21 -1.08 -0.03 0.365
H -5.6276 0.4378 -2.1163 -0.30 -0.12 0.14 0.341
H -3.5352 1.7785 -1.6792 -0.28 -0.72 -0.23 0.997
N 3.3043 -1.4219 -2.0448 0.81 0.19 -0.72 -0.168
C 4.4904 -0.9985 -2.4749 0.72 0.56 1.23 0.079
C 4.9814 -0.9236 -3.7703 -1.48 -1.29 0.08 -0.759
C 4.0683 -1.3388 -4.7508 0.12 0.17 0.45 -0.445
C 2.7611 -1.7071 -4.3542 1.82 0.35 -1.80 -0.656
C 2.4949 -1.7814 -3.0312 -1.35 -0.53 1.37 0.149
H 5.1752 -0.6998 -1.6950 0.08 0.06 0.34 0.248
H 6.0491 -0.7721 -3.8291 -0.10 0.33 -0.73 0.424
H 4.3677 -1.4445 -5.7831 -0.07 0.20 -0.16 0.422
H 2.0545 -1.9803 -5.1240 -0.17 -0.15 0.17 0.419
H 1.5806 -2.2389 -2.6829 -0.46 0.22 -0.13 0.240
```
Forces are in eV/Å.



Energy above the lowest of the compared OMol25 structures with the same formula, charge and spin, respectively: 0.0000, 2.2693 eV.
Kohn-Sham gap, respectively: 0.311, 0.323 hartree.